# 1
Entry from the OMol25 dataset: a cluster of 13 separate species, C73H70Cl4F2O20 in total (ωB97M-V with the def2-TZVPD basis set).

Summary:
Molecular weight (g/mol): 1447.15
Frontier orbital gap (eV): 7.0
Energy (hartree): -6368.88642
LUMO (eV): -0.254

ORCA input file:
```
! RIJCOSX wB97M-V def2-TZVPD def2/J DEFGRID3
* xyz 0 1
F -4.200 -5.471 3.966
C -3.795 -4.887 2.802
C -4.247 -3.547 2.597
C -3.968 -2.779 1.506
C -3.161 -3.360 0.462
C -2.682 -4.633 0.712
C -2.962 -5.435 1.850
H -4.771 -3.129 3.445
H -4.319 -1.764 1.390
H -2.938 -2.852 -0.464
H -2.248 -5.192 -0.103
H -2.502 -6.367 2.148
F -0.507 -7.159 -0.083
C 0.384 -6.557 0.784
C 0.986 -5.376 0.365
C 1.843 -4.642 1.278
C 2.042 -5.161 2.552
C 1.559 -6.487 2.869
C 0.789 -7.170 1.979
H 0.819 -5.015 -0.639
H 2.329 -3.710 1.029
H 2.802 -4.658 3.131
H 1.800 -6.894 3.840
H 0.230 -8.039 2.295
C 3.772 0.918 0.473
C 4.507 2.055 0.568
C 5.885 2.033 0.713
C 6.551 0.793 0.850
C 5.793 -0.370 0.875
C 4.368 -0.343 0.622
O 3.638 -1.540 0.463
O 6.555 3.219 0.645
H 2.695 0.964 0.406
H 3.983 2.999 0.575
H 7.623 0.693 0.929
H 6.201 -1.336 1.133
H 2.868 -1.459 -0.105
H 6.196 4.102 0.753
C -1.266 -1.695 3.122
C -0.452 -2.721 3.515
C -0.186 -2.842 4.900
C -0.555 -1.856 5.839
C -1.113 -0.664 5.333
C -1.601 -0.712 4.030
O -2.131 0.444 3.501
O 0.396 -4.039 5.305
H -1.660 -1.681 2.116
H -0.389 -3.489 2.757
H -0.388 -1.991 6.897
H -1.335 0.199 5.943
H -3.067 0.335 3.684
H 0.462 -4.616 4.541
C 1.082 3.422 5.558
C -0.027 3.228 4.665
C 0.223 2.973 3.288
C 1.546 3.029 2.783
C 2.627 3.178 3.677
C 2.387 3.380 5.050
O 3.460 3.724 5.828
O -0.708 2.661 2.293
H 0.817 3.546 6.598
H -1.065 3.231 4.964
H 1.535 2.877 1.713
H 3.664 3.194 3.375
H 4.210 3.634 5.235
H -1.375 2.033 2.580
C 5.433 -2.559 -3.631
C 4.072 -2.290 -3.680
C 3.594 -1.039 -3.642
C 4.482 0.023 -3.310
C 5.825 -0.289 -3.104
C 6.290 -1.565 -3.277
O 7.633 -1.708 -3.112
O 2.228 -0.789 -3.686
H 5.789 -3.560 -3.826
H 3.410 -3.124 -3.861
H 4.246 1.076 -3.338
H 6.416 0.609 -2.997
H 8.109 -0.891 -2.946
H 2.003 0.044 -4.106
C -4.763 3.441 2.629
C -4.882 2.405 3.528
C -5.198 1.180 3.038
C -5.439 0.879 1.719
C -5.329 1.942 0.796
C -4.961 3.207 1.279
O -4.864 4.213 0.454
O -4.984 0.091 3.894
H -4.612 4.435 3.024
H -4.887 2.483 4.605
H -5.639 -0.101 1.312
H -5.412 1.778 -0.268
H -4.224 3.969 -0.219
H -5.329 0.136 4.789
C -0.362 -1.707 -2.271
C -1.677 -1.196 -2.381
C -2.320 -0.457 -1.374
C -1.634 -0.168 -0.163
C -0.370 -0.746 0.005
C 0.183 -1.510 -1.031
O 1.435 -2.017 -1.010
O -3.565 0.063 -1.637
H 0.150 -2.262 -3.043
H -2.170 -1.393 -3.321
H -2.185 0.344 0.612
H 0.120 -0.589 0.955
H 1.910 -2.005 -1.844
H -4.011 -0.463 -2.304
C 2.695 -1.097 3.983
C 2.537 -0.180 5.024
C 3.511 0.088 6.012
C 4.633 -0.702 6.080
C 4.920 -1.572 4.996
C 3.936 -1.744 3.982
O 4.337 -2.522 2.998
O 3.254 1.009 6.952
H 1.986 -1.181 3.173
H 1.612 0.377 5.037
H 5.413 -0.347 6.737
H 5.901 -2.007 4.873
H 4.198 -2.348 2.064
H 2.778 1.781 6.640
C -5.732 1.316 -5.580
C -5.755 0.348 -4.611
C -4.950 -0.778 -4.684
C -4.209 -1.087 -5.851
C -4.201 -0.106 -6.911
C -4.813 1.095 -6.705
O -4.689 2.080 -7.642
O -4.938 -1.641 -3.639
H -6.219 2.273 -5.470
H -6.328 0.704 -3.768
H -3.674 -1.997 -6.082
H -3.536 -0.179 -7.759
H -5.304 2.812 -7.556
H -5.723 -1.506 -3.102
C -1.396 5.245 -3.823
C -1.861 4.741 -2.622
C -2.755 3.636 -2.677
C -3.098 3.035 -3.910
C -2.575 3.542 -5.095
C -1.789 4.706 -5.098
O -1.358 5.238 -6.299
O -3.218 3.021 -1.613
H -0.715 6.080 -3.757
H -1.626 5.165 -1.657
H -3.715 2.149 -3.958
H -2.884 3.228 -6.081
H -0.541 5.727 -6.176
H -3.432 2.133 -1.908
C 0.588 1.790 -2.446
C 0.365 2.554 -1.222
C 0.907 3.844 -0.971
C 1.793 4.345 -1.917
C 2.002 3.695 -3.149
C 1.476 2.411 -3.365
O 1.777 1.671 -4.550
O 0.478 4.514 0.123
H 0.096 0.853 -2.661
H -0.241 2.022 -0.504
H 2.313 5.282 -1.786
H 2.716 4.065 -3.869
H 2.012 2.292 -5.243
H -0.226 4.014 0.543
C 0.022 -0.952 -6.887
Cl -0.381 -2.415 -5.907
Cl -0.646 0.379 -5.996
Cl 1.686 -0.770 -7.167
Cl -0.935 -1.246 -8.502
*
```

=====

# 2
Entry from the OMol25 dataset: a cluster of 2 separate species, CH4O2 in total (ωB97M-V with the def2-TZVPD basis set).

Summary:
Molecular weight (g/mol): 48.04
Frontier orbital gap (eV): 10.8
SMILES: C=O.O
Energy (hartree): -190.93659
LUMO (eV): 0.245
Energy above the lowest of the compared OMol25 structures with the same formula, charge and spin (eV): 0.375

ORCA input file:
```
! RIJCOSX wB97M-V def2-TZVPD def2/J DEFGRID3
* xyz 0 1
O -2.332 -0.609 -1.640
C -1.160 -0.359 -1.308
H -0.692 -0.898 -0.449
H -0.594 0.508 -1.726
O 1.784 0.283 2.017
H 0.824 0.485 1.939
H 2.171 0.590 1.166
*
```

=====

# 3
Entry from the OMol25 dataset: a cluster of 2 separate species, C4H13N2O2 in total (ωB97M-V with the def2-TZVPD basis set).

Summary:
⟨S²⟩: 0.755
Molecular weight (g/mol): 121.16
Frontier orbital gap (spin up / spin down) (eV): 9.8 / 6.6
Energy (hartree): -420.09595
LUMO (spin up / spin down) (eV): 0.722 / -2.408
Energy above the lowest of the compared OMol25 structures with the same formula, charge and spin (eV): 0.356

ORCA input file:
```
! RIJCOSX wB97M-V def2-TZVPD def2/J DEFGRID3
* xyz 0 2
C 0.075 -0.652 0.211
N 1.468 -0.672 -0.156
C 1.872 0.007 -1.379
O 1.014 0.051 -2.386
C -0.235 0.409 1.293
C -0.460 -0.261 2.639
N -1.392 1.254 1.013
H -0.315 -1.637 0.456
H -0.500 -0.419 -0.689
H 1.973 -1.524 -0.016
H 2.836 -0.484 -1.625
H 2.158 1.036 -1.070
H 0.663 1.034 1.349
H -1.518 -0.594 2.705
H 0.128 -1.174 2.746
H -0.302 0.342 3.533
H -1.395 1.538 0.046
H -2.229 0.701 1.144
H -1.612 -0.339 -3.458
H -0.669 0.770 -3.012
O -1.561 0.614 -3.344
*
```

=====

# 4
Entry from the OMol25 dataset: a structure of composition C15H12AsIO10SV (ωB97M-V with the def2-TZVPD basis set).

Summary:
⟨S²⟩: 2.007
Molecular weight (g/mol): 637.09
Frontier orbital gap (spin up / spin down) (eV): 7.8 / 8.9
Energy (hartree): -5207.11395
LUMO (spin up / spin down) (eV): 2.093 / 2.093
Energy above the lowest of the compared OMol25 structures with the same formula, charge and spin (eV): 0.664

ORCA input file:
```
! RIJCOSX wB97M-V def2-TZVPD def2/J DEFGRID3
* xyz -1 3
V 0.429 1.169 -0.067
O -3.042 1.172 0.028
As -2.183 -0.150 -0.720
O -3.055 -1.514 -0.557
O -0.626 -0.320 -0.089
C -2.335 0.502 -2.552
C -3.241 -0.167 -3.360
C -3.548 0.336 -4.616
C -2.956 1.509 -5.065
C -2.045 2.181 -4.264
C -1.748 1.677 -3.009
S -0.361 2.365 -2.129
O 0.615 1.267 -2.188
O 0.014 3.590 -2.768
O -0.683 2.547 -0.680
H -2.751 1.164 0.968
H -3.691 -1.071 -2.966
H -4.250 -0.192 -5.249
H -3.195 1.902 -6.045
H -1.551 3.085 -4.596
C -0.067 1.031 4.166
C -0.517 1.202 2.723
O -1.714 1.104 2.445
O 0.443 1.485 1.909
H -0.911 0.750 4.790
H 0.369 1.965 4.520
H 0.702 0.258 4.206
I 2.886 -5.331 3.988
C 2.938 -3.586 2.803
C 4.165 -3.081 2.403
C 4.194 -1.931 1.634
C 3.014 -1.291 1.270
C 1.792 -1.819 1.677
C 1.750 -2.974 2.446
C 3.112 -0.015 0.473
O 4.194 0.466 0.205
O 1.974 0.511 0.125
H 5.084 -3.574 2.691
H 5.132 -1.503 1.306
H 0.868 -1.339 1.391
H 0.796 -3.378 2.753
*
```

=====

# 5
Entry from the OMol25 dataset: a structure of composition C21H19BN7NiO3 (ωB97M-V with the def2-TZVPD basis set).

Summary:
Molecular weight (g/mol): 486.93
Frontier orbital gap (spin up / spin down) (eV): 6.6 / 5.8
Energy (hartree): -2953.75402
LUMO (spin up / spin down) (eV): -3.750 / -3.715
Energy above the lowest of the compared OMol25 structures with the same formula, charge and spin (eV): 0.725

ORCA input file:
```
! RIJCOSX wB97M-V def2-TZVPD def2/J DEFGRID3
* xyz 1 1
Ni -0.092 0.452 0.705
N -0.348 0.492 -3.498
C -0.679 0.412 -2.198
N 0.187 0.390 -1.234
C 1.557 0.389 -1.543
N 2.419 0.393 -0.547
N 1.877 0.402 0.632
C 2.430 0.407 1.827
C 1.508 0.408 2.898
C 1.917 0.457 4.245
C 0.979 0.535 5.241
C -0.376 0.523 4.890
C -0.727 0.442 3.559
N 0.171 0.406 2.575
C 1.974 0.411 -2.921
C 3.316 0.401 -3.305
C 3.652 0.500 -4.641
C 2.666 0.591 -5.613
C 1.326 0.576 -5.254
C 0.982 0.494 -3.916
H -1.069 0.519 -4.204
H -1.730 0.380 -1.951
H 3.501 0.412 1.989
H 2.972 0.442 4.459
H 1.279 0.604 6.273
H -1.142 0.581 5.645
H -1.769 0.420 3.264
H 4.069 0.315 -2.537
H 4.690 0.503 -4.935
H 2.934 0.678 -6.654
H 0.556 0.622 -6.008
O -1.395 -1.965 1.900
B -0.950 -1.275 0.795
O -1.470 -1.832 -0.363
C -2.273 -2.863 0.040
C -3.044 -3.727 -0.711
C -3.778 -4.672 -0.009
C -3.736 -4.750 1.377
C -2.954 -3.888 2.133
C -2.227 -2.943 1.436
H -3.068 -3.677 -1.787
H -4.398 -5.365 -0.559
H -4.326 -5.502 1.880
H -2.907 -3.950 3.207
N -1.320 4.569 0.469
C -0.490 3.508 0.482
N 0.822 3.769 0.287
O -0.901 2.358 0.638
H -0.974 5.503 0.342
H -2.304 4.437 0.624
H 1.187 4.701 0.218
H 1.474 3.004 0.356
*
```